Run w
{"formula": "C6H8FNO", "method": "ωB97M-V with the def2-TZVPD basis set", "symbols": ["C", "C", "C", "C", "C", "C", "N", "O", "F", "H", "H", "H", "H", "H", "H", "H", "H"], "positions_angstrom": [[0.54551, -1.61283, 1.13241], [1.10647, -1.01755, 0.08517], [-1.13998, 0.17404, 1.10692], [-0.80029, -1.18377, 1.61965], [0.37097, 0.04600, -0.60962], [0.43806, 1.80485, -2.16926], [-0.61264, 0.73513, 0.10412], [1.06162, 0.70854, -1.50739], [-0.72717, -1.00975, -1.62911], [1.03261, -2.42199, 1.65507], [2.06604, -1.28801, -0.32236], [-1.89703, 0.74547, 1.63204], [-1.55576, -1.88148, 1.23489], [-0.86416, -1.21482, 2.71089], [0.56629, 1.65149, -3.24059], [0.93703, 2.72451, -1.86065], [-0.61992, 1.85356, -1.91936]], "mol_weight_da": 129.1, "gap_ev": 10.27, "e_homo_ha": -0.3684}


Run x
{"formula": "C6H8FNO", "method": "ωB97M-V with the def2-TZVPD basis set", "symbols": ["C", "C", "C", "C", "C", "C", "N", "O", "F", "H", "H", "H", "H", "H", "H", "H", "H"], "positions_angstrom": [[-1.47709, 0.08789, -1.14872], [-1.97512, -1.12203, -0.85669], [-1.49284, -0.71276, 1.27565], [-0.93218, 0.85610, -0.01367], [2.51208, -0.31882, 0.19466], [0.56033, 0.99446, 0.13198], [-1.94807, -1.53658, 0.47481], [1.10815, -0.29634, 0.21268], [-1.57017, 2.03444, 0.26201], [-1.48633, 0.49263, -2.14708], [-2.39001, -1.82121, -1.56582], [-1.30842, -0.75455, 2.32319], [2.90598, 0.22510, -0.67373], [2.79778, -1.36830, 0.11884], [2.93624, 0.11586, 1.10915], [0.77498, 1.58712, 1.03711], [0.98471, 1.53699, -0.73437]], "mol_weight_da": 129.1, "gap_ev": 9.05, "e_homo_ha": -0.3146}


Run y
{"formula": "C6H8FNO", "method": "ωB97M-V with the def2-TZVPD basis set", "symbols": ["C", "C", "C", "C", "C", "C", "N", "O", "F", "H", "H", "H", "H", "H", "H", "H", "H"], "positions_angstrom": [[-0.01303, -1.51979, 0.83389], [-0.00946, 0.69269, -0.01589], [-0.89298, -1.76422, -0.09112], [-1.66230, -3.02269, -0.50402], [1.36607, 2.89838, -0.15237], [0.93055, 1.63223, 0.57029], [-0.89091, 0.49595, -0.80242], [-1.36584, -0.75068, -1.02957], [0.84321, -2.14114, 1.58943], [-2.43106, -3.11636, 0.17794], [-2.20360, -2.71185, -1.38186], [-1.07506, -3.92594, -0.45156], [2.33532, 3.32611, 0.31391], [0.73436, 3.83525, -0.08934], [1.75492, 2.85854, -1.11987], [0.69087, 2.02721, 1.51491], [1.88895, 1.18631, 0.63764]], "mol_weight_da": 129.1, "gap_ev": [9.18, 9.18], "e_homo_ha": [-0.3151, -0.3152]}


On energetic grounds, run w is preferred over the next structure by 1.798 eV.


Run w
{"formula": "C11H15NS", "method": "ωB97M-V with the def2-TZVPD basis set", "symbols": ["C", "C", "C", "C", "C", "C", "C", "C", "C", "N", "H", "H", "H", "H", "H", "H", "H", "H", "H", "C", "C", "S", "H", "H", "H", "H", "H", "H"], "positions_angstrom": [[0.05084, 2.85032, -0.61796], [-0.80050, 0.99663, -2.10879], [-0.08914, 1.43218, -0.94336], [0.37124, -0.75496, -1.44428], [0.69744, 0.38495, -0.57554], [0.80523, -2.11697, -1.22504], [1.73101, 0.15838, 0.42183], [1.79101, -2.18870, -0.21299], [2.20693, -1.15134, 0.52165], [-0.65121, -0.32444, -2.26526], [-1.30420, 1.72883, -2.83710], [-0.71080, -0.73039, -3.14694], [-0.71020, 3.48592, -1.13310], [0.99740, 3.28601, -0.78886], [0.16226, -2.90435, -1.49448], [2.11853, 0.99484, 1.01522], [2.01419, -3.26711, -0.10533], [3.08738, -1.31682, 1.27633], [-0.01432, 2.93003, 0.52391], [-1.63261, -1.67327, 1.38796], [-0.99013, 0.86161, 2.15866], [-1.50153, -0.77089, 2.92313], [-0.72226, -1.52758, 0.61445], [-1.92870, -2.72956, 1.61369], [-2.48586, -1.18652, 0.65378], [-1.24553, 0.96747, 0.99823], [0.15118, 0.90161, 1.95395], [-1.39764, 1.66413, 2.83625]], "smiles": "Cc1c[nH]c2ccccc12.CSC", "mol_weight_da": 193.3, "gap_ev": 8.33, "e_homo_ha": -0.2843}


Run x
{"formula": "C11H15NS", "method": "ωB97M-V with the def2-TZVPD basis set", "symbols": ["C", "C", "C", "C", "C", "C", "C", "C", "C", "N", "H", "H", "H", "H", "H", "H", "H", "H", "H", "C", "C", "S", "H", "H", "H", "H", "H", "H"], "positions_angstrom": [[2.65919, -0.96036, -0.74707], [0.34576, -0.53375, 0.16867], [1.18641, -0.73465, -0.88522], [-0.98132, -0.56509, -1.62881], [0.34577, -0.71715, -2.05441], [-2.07231, -0.44371, -2.50668], [0.65275, -0.66804, -3.42477], [-1.71840, -0.38743, -3.83494], [-0.40613, -0.56792, -4.30781], [-0.96658, -0.56820, -0.25727], [0.61065, -0.55537, 1.21002], [-1.76985, -0.46404, 0.33388], [2.88903, -2.00136, -0.99476], [2.92205, -0.80947, 0.29397], [-3.02654, -0.33595, -2.07502], [1.68506, -0.77672, -3.73798], [-2.47225, -0.38557, -4.61565], [-0.25367, -0.64554, -5.37651], [3.26312, -0.43890, -1.49032], [0.78391, 2.15850, 3.74181], [-1.44349, 0.63273, 4.28739], [-0.91639, 1.91311, 3.11303], [0.80365, 3.22949, 3.94199], [1.07651, 1.55548, 4.59231], [1.52285, 2.09357, 2.94191], [-0.87095, -0.25869, 4.06084], [-2.42726, 0.32897, 3.91548], [-1.42157, 0.90606, 5.33594]], "smiles": "Cc1c[nH]c2ccccc12.CSC", "mol_weight_da": 193.3, "gap_ev": 8.38, "e_homo_ha": -0.2820}


On energetic grounds, run x is preferred over the next structure by 2.236 eV.


Run w
{"formula": "C4H13N2O2", "method": "ωB97M-V with the def2-TZVPD basis set", "symbols": ["N", "C", "C", "N", "C", "C", "O", "H", "H", "H", "H", "H", "H", "H", "H", "H", "H", "H", "H", "H", "O"], "positions_angstrom": [[-0.42955, -1.66400, -1.77112], [0.45689, -0.53654, -1.91109], [1.26692, -0.07163, -0.69285], [0.65997, 0.58635, 0.49828], [-0.58113, 1.35007, 0.28743], [-1.92296, 0.55323, 0.56928], [-1.78021, -0.77309, 0.69096], [-1.14221, -1.51228, -1.05764], [-0.05201, -2.58573, -1.80892], [1.19873, -0.62306, -2.69412], [-0.26019, 0.23326, -2.18292], [2.01307, 0.65347, -1.04463], [1.85584, -0.95816, -0.41737], [0.39526, -0.20469, 1.01713], [-0.49711, 1.83866, -0.69393], [-0.46417, 2.20927, 0.92548], [-2.27098, 1.02794, 1.52240], [-2.64642, 0.84932, -0.21384], [2.06034, -0.26208, 2.63371], [0.64865, 0.01544, 2.94657], [1.49127, -0.12575, 3.39717]], "mol_weight_da": 121.2, "gap_ev": 7.03, "charge": -1, "e_homo_ha": -0.1112}


Run x
{"formula": "C4H13N2O2", "method": "ωB97M-V with the def2-TZVPD basis set", "symbols": ["N", "C", "C", "C", "O", "C", "N", "H", "H", "H", "H", "H", "H", "H", "H", "H", "H", "H", "H", "H", "O"], "positions_angstrom": [[-0.45314, -2.14027, 0.66725], [0.50232, -1.15744, 0.13372], [-0.17913, 0.23115, 0.02003], [-1.76222, 0.21006, -0.68145], [-2.51563, 1.26525, -0.30037], [1.83829, -1.04268, 0.71373], [2.78737, -0.23544, -0.07404], [-0.90945, -1.84248, 1.57457], [-1.16940, -2.21554, 0.02357], [0.66716, -1.34340, -0.95670], [-0.14169, 0.85308, 0.95918], [0.46720, 0.96023, -0.52153], [-1.72358, 0.31283, -1.72091], [-2.32965, -0.82845, -0.38027], [1.74610, -0.58848, 1.73303], [2.23804, -2.09151, 0.76341], [2.94472, -0.54065, -1.11723], [2.77812, 0.62840, 0.07319], [-1.72972, 3.79325, 0.16831], [-1.77366, 2.37507, -0.40702], [-1.28205, 3.39702, -0.67045]], "mol_weight_da": 121.2, "gap_ev": 7.53, "charge": -1, "e_homo_ha": -0.1331}


Run y
{"formula": "C4H13N2O2", "method": "ωB97M-V with the def2-TZVPD basis set", "symbols": ["C", "N", "C", "O", "C", "C", "N", "H", "H", "H", "H", "H", "H", "H", "H", "H", "H", "H", "H", "H", "O"], "positions_angstrom": [[-0.17057, -1.03334, -0.07240], [0.84644, -0.34159, -0.87440], [2.19564, -0.91990, -0.60521], [2.71310, -0.63455, 0.60329], [-1.43953, -0.17723, 0.11873], [-1.50185, 1.32722, 0.16788], [-3.34097, -0.60184, 0.11740], [0.28655, -1.29258, 0.88973], [-0.39561, -1.92295, -0.66233], [0.90099, 0.62741, -0.59372], [2.82990, -0.51572, -1.41986], [2.00737, -2.00512, -0.76790], [-2.23075, -0.65065, -0.66655], [-2.20707, 1.71629, -0.57544], [-1.90232, 1.64009, 1.12845], [-0.57236, 1.81687, -0.12051], [-3.43482, -1.62531, 0.17924], [-1.91847, -0.57318, 1.04014], [1.81743, 2.25999, 0.69235], [2.79941, 0.95030, 0.68330], [2.71751, 1.95580, 0.73781]], "mol_weight_da": 121.2, "gap_ev": 6.82, "charge": -1, "e_homo_ha": -0.1317}


On energetic grounds, run w is preferred over the next structure by 1.221 eV.


Run w
{"formula": "C4H13N2O2", "method": "ωB97M-V with the def2-TZVPD basis set", "symbols": ["C", "C", "C", "O", "N", "C", "N", "H", "H", "H", "H", "H", "H", "H", "H", "H", "H", "H", "H", "H", "O"], "positions_angstrom": [[0.04947, 1.26649, 0.87870], [0.70202, -0.12306, 1.00745], [-0.10969, -1.19348, 1.99414], [-0.95972, -2.09244, 1.48356], [-0.78316, 1.43073, -0.35219], [0.02754, 1.61185, -1.56242], [0.71797, 0.52521, -2.19075], [-0.45517, 1.48696, 1.82404], [0.76893, 2.09457, 0.86447], [1.01505, -0.48755, 0.05067], [1.64494, 0.00396, 1.54525], [0.75301, -1.68552, 2.44215], [-0.63685, -0.49755, 2.67310], [-1.36140, 0.60856, -0.46536], [-0.66135, 2.03694, -2.36930], [0.76155, 2.43325, -1.35233], [0.16527, -0.29297, -2.38092], [1.61839, 0.34569, -1.78425], [-0.83560, -2.37071, 0.00221], [-1.65210, -2.70789, -1.27363], [-0.76909, -2.39303, -1.03460]], "mol_weight_da": 121.2, "gap_ev": 7.32, "charge": -1, "e_homo_ha": -0.1182}


Run x
{"formula": "C4H13N2O2", "method": "ωB97M-V with the def2-TZVPD basis set", "symbols": ["C", "N", "C", "C", "N", "C", "O", "H", "H", "H", "H", "H", "H", "H", "H", "H", "H", "H", "H", "H", "O"], "positions_angstrom": [[0.76047, 1.26678, 1.31134], [-0.00029, 2.40934, 1.86840], [-0.20126, 0.25887, 0.61970], [-0.82308, 0.78811, -0.65157], [0.51865, -1.02776, 0.53111], [-0.32858, -2.19996, 0.00368], [-0.51253, -2.28181, -1.28022], [1.28888, 0.69797, 2.08436], [1.56049, 1.64916, 0.65577], [-0.64479, 2.74309, 1.17250], [-0.45845, 2.13951, 2.72617], [-0.99981, 0.18362, 1.43373], [-1.52062, 0.02525, -1.02125], [-0.12358, 0.88723, -1.48746], [-1.10607, 1.84043, -0.55908], [1.13712, -0.85223, -0.26699], [0.35876, -3.04974, 0.46519], [-1.29876, -2.18664, 0.59230], [0.52599, -1.80852, -2.39415], [0.92193, -0.29764, -2.71453], [0.94552, -1.18504, -3.08901]], "mol_weight_da": 121.2, "gap_ev": 7.34, "charge": -1, "e_homo_ha": -0.1277}


On energetic grounds, run x is preferred over the next structure by 0.231 eV.


Run w
{"formula": "CH3NO4S", "method": "ωB97M-V with the def2-TZVPD basis set", "symbols": ["C", "N", "O", "O", "O", "O", "S", "H", "H", "H"], "positions_angstrom": [[-1.79870, -0.07796, 0.00622], [-0.02237, 1.17674, 0.04071], [1.15750, 1.39415, 0.18227], [2.30184, -0.47134, -1.32607], [2.56961, -1.32553, 0.89550], [-0.61984, 0.13435, 0.70982], [2.81416, -0.21231, 0.00231], [-2.52394, -0.30887, 0.78782], [-1.77920, -0.94429, -0.51714], [-2.09907, 0.63505, -0.78144]], "mol_weight_da": 125.1, "gap_ev": 9.81, "e_homo_ha": -0.3965}


Run x
{"formula": "CH3NO4S", "method": "ωB97M-V with the def2-TZVPD basis set", "symbols": ["C", "N", "O", "O", "O", "O", "S", "H", "H", "H"], "positions_angstrom": [[0.99286, 0.38426, -0.73009], [0.66499, 1.74361, 1.38581], [1.14987, 2.57714, 0.76114], [0.61003, 0.44712, 0.58403], [-2.10895, -0.70136, 0.71066], [-2.03390, -3.03109, -0.34253], [-2.19825, -2.13972, 0.76487], [1.68491, -0.43968, -0.70392], [1.16471, 1.29347, -1.14636], [0.07371, -0.13375, -1.28361]], "mol_weight_da": 125.1, "gap_ev": 9.44, "e_homo_ha": -0.3824}


On energetic grounds, run x is preferred over the next structure by 0.137 eV.


Run w
{"formula": "C2N2", "method": "ωB97M-V with the def2-TZVPD basis set", "symbols": ["C", "C", "N", "N"], "positions_angstrom": [[-0.71717, 0.06633, 0.03676], [0.70583, 0.11736, -0.02749], [-1.85493, -0.08400, -0.01519], [1.86628, -0.09969, 0.00592]], "smiles": "N#CC#N", "mol_weight_da": 52.0, "gap_ev": 12.49, "e_homo_ha": -0.4717}


Run x
{"formula": "C2N2", "method": "ωB97M-V with the def2-TZVPD basis set", "symbols": ["N", "C", "C", "N"], "positions_angstrom": [[0.17053, 0.35720, -0.54823], [1.17153, 0.47540, -1.17042], [-1.04062, -1.00313, 1.08084], [-0.60564, -0.22895, 0.29998]], "mol_weight_da": 52.0, "gap_ev": 12.53, "e_homo_ha": -0.4540}


On energetic grounds, run w is preferred over the next structure by 2.970 eV.